Record 1
# C45H109N5O12

A cluster of 12 separate species, C45H109N5O12 in total (ωB97M-V/def2-TZVPD, OMol25).

The value obtained for the LUMO energy is -0.03 eV. The value obtained for the largest force on an atom is 0.0559 Eh/bohr. Its SMILES is CC1(C)CCCC(C)(C)N1O.CC1(C)CCCC(C)(C)N1O.CC1(C)CCCC(C)(C)N1O.CC1(C)CCCC(C)(C)N1O.CC1(C)CCCC(C)(C)N1O.O.O.O.O.O.O.O. Its multiplicity is 1. The energy relative to the best compared isomer or geometry (same formula, charge and spin) comes out at 297.3 kJ/mol.

Last column: Mulliken charge in e.
CARTESIAN COORDINATES (ANGSTROEM)
O (1.2548, -7.3475, -2.9246)  -0.65
H (2.0620, -7.3933, -3.4487)  0.33
H (1.4796, -6.7775, -2.1815)  0.30
O (2.0472, -7.1665, 0.6117)  -0.65
H (2.6596, -7.4651, -0.0680)  0.30
H (1.9709, -6.2175, 0.4727)  0.51
O (1.2321, -4.9926, -5.0824)  -0.69
H (0.9747, -4.1781, -4.6386)  0.33
H (0.8830, -5.6944, -4.5213)  0.35
O (0.4040, 0.4756, -6.3651)  -0.68
H (0.2474, 0.5643, -5.4235)  0.35
H (0.8960, -0.3569, -6.4494)  0.39
O (-1.0166, -5.4370, 3.1897)  -0.62
H (-1.3714, -4.5740, 3.4592)  0.36
H (-1.4124, -6.0658, 3.7991)  0.29
O (2.0738, -1.8098, -6.4184)  -0.64
H (2.7502, -1.9184, -5.7429)  0.28
H (2.4041, -2.3032, -7.1758)  0.30
O (-2.4008, -3.1302, 3.7300)  -0.61
H (-2.8530, -2.4441, 3.2274)  0.23
H (-2.2675, -2.7438, 4.6026)  0.27
C (-3.6335, 3.6461, 1.4637)  -1.97
C (-3.8774, 3.6661, -0.0566)  2.19
C (-5.3290, 4.1681, -0.3095)  -1.49
C (-5.6138, 4.5666, -1.7295)  -0.61
C (-4.6095, 5.6497, -2.1305)  -1.26
C (-3.0977, 5.2418, -1.9712)  1.63
N (-2.9110, 4.5775, -0.6604)  0.25
O (-1.5388, 4.1093, -0.5910)  -0.35
C (-2.7050, 4.4504, -3.2178)  -1.89
C (-2.3346, 6.5660, -1.9803)  -2.04
C (-3.7546, 2.2271, -0.6781)  -1.50
H (-2.7676, 3.0321, 1.7300)  0.30
H (-4.5130, 3.4382, 2.0676)  0.37
H (-3.1603, 4.5913, 1.7472)  0.49
H (-6.0496, 3.3952, -0.0366)  0.32
H (-5.3985, 5.0552, 0.3243)  0.51
H (-6.5890, 5.0557, -1.7149)  0.38
H (-5.5129, 3.7866, -2.4832)  0.38
H (-4.8255, 6.6279, -1.7011)  0.43
H (-4.8322, 5.7012, -3.1997)  0.36
H (-1.6537, 4.1714, -3.2193)  0.32
H (-3.3838, 3.6140, -3.4077)  0.39
H (-2.9300, 5.0193, -4.1237)  0.48
H (-2.6942, 7.1991, -1.1660)  0.46
H (-1.2485, 6.5062, -2.0152)  0.42
H (-2.7054, 7.1349, -2.8374)  0.44
H (-4.4651, 2.1121, -1.4990)  0.29
H (-3.9973, 1.4407, 0.0382)  0.18
H (-2.7569, 2.0239, -1.0655)  0.28
H (-0.9135, 4.7798, -0.2952)  0.27
C (-5.5671, -0.8405, 1.2114)  -1.58
C (-6.8067, -1.6661, 0.7723)  1.85
C (-7.1515, -1.3503, -0.6791)  -1.35
C (-6.3267, -2.1628, -1.7297)  -0.49
C (-6.4110, -3.6392, -1.4055)  -1.65
C (-6.1461, -4.0021, 0.0403)  2.27
N (-6.7282, -3.0972, 1.0241)  0.13
O (-6.5374, -3.4294, 2.3528)  -0.47
C (-6.7662, -5.3992, 0.2408)  -2.05
C (-4.6279, -4.0668, 0.2913)  -1.47
C (-7.9791, -1.0033, 1.5994)  -1.83
H (-5.4724, -0.8661, 2.2987)  0.44
H (-5.6493, 0.2156, 0.9589)  0.37
H (-4.6685, -1.2724, 0.7622)  0.12
H (-8.1968, -1.4395, -0.9709)  0.47
H (-6.7770, -0.3354, -0.8235)  0.45
H (-5.2802, -1.8515, -1.6821)  0.05
H (-6.6961, -2.0225, -2.7449)  0.48
H (-5.6141, -4.0943, -2.0013)  0.42
H (-7.3215, -4.0913, -1.8008)  0.38
H (-6.7344, -5.7188, 1.2914)  0.43
H (-7.8477, -5.3640, 0.1005)  0.48
H (-6.3199, -6.3159, -0.1475)  0.40
H (-4.0138, -3.6649, -0.5144)  0.17
H (-4.1979, -3.7684, 1.2553)  -0.03
H (-4.2674, -5.0957, 0.4157)  0.53
H (-7.6874, -0.6202, 2.5782)  0.35
H (-8.8041, -1.6768, 1.8395)  0.43
H (-8.3927, -0.1900, 1.0028)  0.40
H (-5.5709, -3.5242, 2.4262)  0.39
C (0.8690, -3.9197, 0.5156)  -1.96
C (-0.1287, -3.2043, -0.3959)  2.08
C (-1.0041, -2.3155, 0.5010)  -0.71
C (-0.4961, -0.8965, 0.7912)  -0.78
C (-0.2771, -0.1999, -0.5393)  -1.22
C (0.6797, -0.9493, -1.5155)  1.91
N (0.4908, -2.3874, -1.4208)  0.45
O (1.2148, -3.1364, -2.3886)  -0.11
C (0.2932, -0.4365, -2.9309)  -2.53
C (2.1031, -0.5022, -1.0202)  -1.70
C (-1.0298, -4.2838, -1.0724)  -1.84
H (0.3770, -4.6008, 1.2136)  0.79
H (1.4554, -3.2254, 1.1192)  0.13
H (1.4877, -4.5788, -0.0996)  0.23
H (-1.9927, -2.2558, 0.0300)  0.02
H (-1.2630, -2.8298, 1.4286)  0.16
H (0.4967, -0.9377, 1.2541)  0.01
H (-1.1486, -0.3393, 1.4625)  0.69
H (0.1099, 0.7966, -0.3154)  0.03
H (-1.3073, 0.0035, -0.8500)  0.20
H (-0.7617, -0.4576, -3.2121)  0.62
H (0.5686, 0.6131, -3.0468)  0.54
H (0.7326, -1.1178, -3.6621)  0.43
H (2.2849, 0.5657, -1.1120)  0.56
H (2.3770, -0.9050, -0.0444)  0.19
H (2.7728, -1.0733, -1.6687)  0.35
H (-1.5790, -3.8255, -1.8988)  0.52
H (-1.7840, -4.7154, -0.4143)  0.21
H (-0.4802, -5.0939, -1.5532)  0.19
H (2.0970, -3.1698, -1.9932)  0.25
C (9.2174, 0.5826, -0.9863)  -1.77
C (8.3497, -0.0407, 0.1813)  1.67
C (7.5393, 1.0946, 0.8135)  -1.39
C (6.4099, 1.4962, -0.1308)  -0.95
C (5.4968, 0.3647, -0.4429)  -0.24
C (6.2858, -0.9004, -0.9844)  1.81
N (7.4484, -1.1381, -0.1140)  0.14
O (8.1731, -2.2842, -0.4617)  -0.47
C (5.3240, -2.0873, -0.8690)  -1.84
C (6.6597, -0.6814, -2.4910)  -1.78
C (9.3943, -0.3961, 1.2576)  -2.03
H (10.0731, 1.0855, -0.5311)  0.48
H (8.7964, 1.3812, -1.5982)  0.39
H (9.6589, -0.1667, -1.6469)  0.30
H (7.1145, 0.7751, 1.7696)  0.37
H (8.1400, 1.9674, 1.0723)  0.49
H (6.9113, 2.0210, -0.9458)  0.48
H (5.7793, 2.2535, 0.3459)  0.26
H (4.7998, 0.6427, -1.2397)  0.22
H (4.7869, 0.1276, 0.3522)  0.00
H (5.8086, -2.9941, -1.2389)  0.50
H (4.8743, -2.1913, 0.1147)  0.46
H (4.5675, -1.9764, -1.6492)  0.26
H (5.7866, -0.7204, -3.1455)  0.40
H (7.2972, 0.1847, -2.6350)  0.32
H (7.1348, -1.5892, -2.8805)  0.48
H (9.8866, 0.4264, 1.7746)  0.42
H (10.1351, -1.1501, 0.9868)  0.36
H (8.8845, -0.9010, 2.0868)  0.48
H (8.6078, -2.1119, -1.3128)  0.38
C (2.4698, 1.2307, 4.3302)  -1.98
C (2.8674, 2.3632, 3.3291)  1.57
C (2.1834, 2.2097, 1.9423)  -0.11
C (0.7853, 2.8116, 1.9964)  0.16
C (0.9020, 4.2909, 2.2891)  -1.31
C (1.4401, 4.5881, 3.6742)  1.61
N (2.5901, 3.6729, 3.9316)  0.53
O (3.4282, 4.0828, 4.9445)  -0.53
C (1.9265, 6.0652, 3.7063)  -1.91
C (0.4091, 4.3418, 4.7629)  -1.74
C (4.3459, 2.2585, 2.9907)  -2.06
H (1.3945, 1.2223, 4.5243)  0.35
H (3.0316, 1.3302, 5.2586)  0.43
H (2.5931, 0.1865, 4.0248)  0.36
H (2.8192, 2.5605, 1.1268)  0.41
H (2.0030, 1.1782, 1.6202)  -0.15
H (0.1950, 2.4417, 2.8387)  0.21
H (0.2824, 2.5163, 1.0745)  -0.56
H (-0.1306, 4.6381, 2.4207)  0.23
H (1.3240, 4.7635, 1.4011)  0.36
H (2.2359, 6.4725, 2.7424)  0.36
H (1.1260, 6.7108, 4.0697)  0.39
H (2.7900, 6.1950, 4.3559)  0.43
H (0.7709, 4.6867, 5.7300)  0.41
H (-0.5392, 4.8319, 4.5238)  0.43
H (0.1543, 3.2820, 4.7982)  0.37
H (4.7028, 3.0183, 2.2905)  0.57
H (4.5000, 1.2784, 2.5328)  0.28
H (5.0947, 2.3231, 3.7851)  0.51
H (4.1495, 4.5288, 4.4749)  0.33

Force components x, y, z for each atom (eV/Å):
0.1 0.1 -0.1
0.0 0.0 0.0
-0.1 0.0 0.1
0.0 0.0 -0.2
0.0 -0.1 0.1
0.0 0.0 0.2
0.1 0.0 0.0
0.0 0.1 0.1
-0.1 0.0 0.1
0.0 0.0 -0.1
0.0 0.0 0.1
0.0 0.2 0.0
0.1 0.1 0.1
0.0 -0.3 -0.2
0.0 -0.1 0.0
0.2 -0.1 0.0
0.0 0.0 0.0
-0.1 0.0 0.0
-0.2 0.4 0.2
0.0 0.0 -0.1
0.0 0.0 0.0
1.5 0.5 -0.2
0.0 -1.8 -0.5
1.0 -0.2 0.1
0.9 1.4 0.6
0.1 -0.8 -0.8
-1.1 0.4 -0.1
0.9 2.0 -0.3
-0.9 -1.4 -0.2
-0.5 -0.3 -0.4
-0.8 0.6 -0.1
-0.2 0.2 0.2
-0.5 -0.8 -0.1
0.0 -0.2 -0.1
-0.8 0.5 0.0
0.2 0.0 0.6
-0.6 0.0 0.1
-0.2 -0.4 -0.5
-0.5 -0.3 0.3
0.0 -0.1 0.3
0.6 0.7 -0.1
-0.1 -0.3 0.0
0.4 -0.5 0.6
0.5 0.6 0.2
0.4 -0.3 0.4
0.0 -0.1 0.1
0.4 -0.2 -0.4
0.1 0.0 -0.1
0.0 0.1 0.2
0.1 0.1 0.1
-0.8 0.6 0.3
0.3 -0.8 0.0
-1.1 1.2 1.4
1.6 -0.4 -1.8
-0.5 0.0 1.2
0.5 0.3 -1.0
0.9 -1.3 1.1
-2.2 0.8 -1.7
0.8 -0.1 -0.1
-0.6 -0.6 2.1
1.4 -1.5 0.1
-0.1 -0.6 0.1
0.1 -0.2 0.0
-0.1 -0.1 -0.2
0.2 0.3 0.0
-0.2 0.0 0.5
-0.8 0.3 0.0
0.0 0.1 -0.1
0.1 0.3 0.0
-0.1 -0.4 0.1
-0.3 0.2 0.4
0.2 0.7 0.3
0.1 0.0 -0.6
0.2 0.6 -1.2
-0.1 0.4 0.1
-0.5 1.0 0.0
-0.3 -0.3 -0.7
0.4 0.1 -0.1
0.1 -0.3 -0.4
0.1 0.2 0.2
-0.1 0.0 0.5
0.1 -0.4 0.0
-0.5 -0.5 0.5
-1.2 0.4 0.2
1.4 -1.0 -0.5
-1.1 0.3 0.9
-1.4 1.4 1.4
-0.5 0.2 -0.6
0.1 0.5 0.8
0.6 -0.5 -0.1
-0.1 -1.6 -1.6
-0.1 0.5 -0.5
-0.3 0.2 0.0
0.2 0.0 -0.2
0.4 0.4 -0.1
0.0 0.4 -0.3
0.5 -0.3 0.0
-0.1 -0.2 0.5
-0.1 0.0 -0.1
0.3 0.0 -0.4
0.2 -0.3 -1.0
-0.2 -0.3 0.9
0.5 -0.1 -0.2
0.5 0.5 -0.2
0.0 0.0 0.0
-0.5 0.3 0.3
0.4 0.6 -0.2
0.0 0.2 0.1
0.3 0.0 0.3
0.3 0.0 0.3
0.2 -0.3 -0.3
0.3 -0.1 0.2
1.7 2.0 0.4
-1.1 -0.1 0.0
0.2 1.4 1.3
0.3 -1.2 -1.8
-1.0 0.6 0.0
-0.1 0.3 0.5
0.0 -0.2 -0.4
0.5 -0.3 -1.4
-0.2 -1.2 0.5
-0.6 -1.8 1.1
0.0 -0.2 0.2
-0.5 -0.3 -0.1
-0.1 -0.1 0.0
0.0 -0.3 0.0
0.3 -0.1 -0.3
-0.5 -0.4 -0.6
0.2 0.2 0.1
0.2 0.1 -0.2
0.6 -0.2 0.5
0.3 -0.2 0.7
0.1 -0.1 0.0
-0.3 0.4 0.3
-0.3 0.8 0.3
-0.2 0.0 -0.3
0.7 0.1 0.3
0.0 0.4 -0.7
0.1 0.3 -0.5
-0.3 0.0 -0.1
0.0 0.0 0.0
-0.4 -0.3 -0.3
0.6 -0.5 0.1
-1.2 -0.6 0.8
0.6 0.1 0.1
-2.2 -0.3 -0.4
2.2 -0.1 -0.1
-0.9 0.5 -1.8
0.7 -0.2 0.3
-0.1 0.0 0.1
-0.8 0.0 -0.3
1.2 -0.4 0.1
0.0 0.6 0.3
-0.2 0.3 0.1
0.6 0.2 -0.6
-0.2 0.8 0.1
0.5 -0.4 0.7
0.2 -0.8 -0.2
-0.4 0.6 0.0
-0.1 0.4 -0.7
0.5 0.5 0.5
-0.1 -0.4 -0.2
0.0 0.0 0.1
-0.2 0.0 0.3
0.0 -0.1 0.0
0.1 0.4 0.2
0.2 -0.1 0.3
-0.5 0.1 -0.2
0.1 0.0 -0.1
-0.5 -0.1 0.5
0.1 0.0 0.4

Record 2
# C4H9NO

An isolated molecule of C4H9NO (ωB97M-V/def2-TZVPD, OMol25).

The value obtained for the LUMO energy is 1.00 eV. The value obtained for the largest force on an atom is 0.0073 Eh/bohr. Its multiplicity is 1. The energy relative to the best compared isomer or geometry (same formula, charge and spin) comes out at 554.0 kJ/mol.

Last column: Mulliken charge in e.
CARTESIAN COORDINATES (ANGSTROEM)
C (-2.2226, -0.0248, 0.5862)  -0.68
C (-0.4059, 0.8059, -0.8470)  -0.74
O (-0.8926, 0.5104, 0.6665)  -0.22
C (0.8954, 0.0203, -0.8920)  0.00
C (2.0558, 0.0993, 0.0449)  -0.36
N (1.0563, -0.9663, 0.1874)  -0.65
H (-2.8429, 0.7622, 0.1636)  0.29
H (-2.2183, -0.8811, -0.0903)  0.36
H (-2.5566, -0.2955, 1.5938)  0.26
H (-0.1667, 1.8746, -0.7408)  0.10
H (-0.2605, -0.2475, 0.9088)  0.51
H (1.1510, -0.3297, -1.8934)  0.40
H (2.0581, 0.8246, 0.8562)  0.19
H (3.0430, -0.1902, -0.3117)  0.30
H (1.3833, -1.8759, -0.1187)  0.23

Force components x, y, z for each atom (eV/Å):
-0.2 0.0 0.1
0.3 0.1 0.2
0.1 -0.1 -0.1
0.0 0.0 -0.3
0.2 0.2 0.1
-0.1 -0.3 0.0
0.0 -0.1 0.1
-0.1 0.1 0.1
0.1 0.1 -0.1
0.0 -0.1 0.0
0.0 0.1 -0.2
0.0 0.1 0.2
0.0 -0.1 -0.1
-0.2 0.0 0.0
-0.1 0.2 0.0

Record 3
# C6H8

A structure of composition C6H8 (ωB97M-V/def2-TZVPD, OMol25).

The value obtained for the LUMO energy is 0.71 eV. The value obtained for the largest force on an atom is 0.0658 Eh/bohr. Its multiplicity is 1. The energy relative to the best compared isomer or geometry (same formula, charge and spin) comes out at 431.8 kJ/mol.

Last column: Mulliken charge in e.
CARTESIAN COORDINATES (ANGSTROEM)
C (-1.6955, 0.5302, 0.0598)  -0.72
C (-0.4338, 0.5236, -0.7912)  -0.12
C (0.9797, 0.7779, -0.2422)  -0.53
C (1.2677, -0.5993, 0.3673)  -0.54
C (-0.0118, -1.2090, 0.6934)  -0.49
C (-0.9820, -0.7414, -0.1692)  -0.02
H (-1.6256, 0.9664, 1.0552)  0.20
H (-2.6344, 0.7190, -0.4486)  0.26
H (-0.5808, 0.6928, -1.8582)  0.36
H (1.0641, 1.5961, 0.4956)  0.29
H (1.6888, 1.0178, -1.0436)  0.27
H (2.1843, -0.7915, 0.9423)  0.38
H (-0.0391, -2.0384, 1.3922)  0.34
H (0.8184, -1.4444, -0.4527)  0.31

Force components x, y, z for each atom (eV/Å):
-0.4 0.4 0.1
0.0 0.1 -0.1
-0.1 -0.2 -0.1
0.0 -1.0 -1.1
-0.9 0.1 0.5
-0.3 0.1 0.7
-0.1 0.0 -0.1
0.0 0.1 0.0
-0.1 -0.1 0.2
-0.1 -0.3 0.0
-0.3 0.0 0.1
-0.5 -0.4 -0.5
-0.5 0.2 0.2
3.2 1.0 0.2

Record 4
# C19H15BrN4O2S2

An isolated molecule of C19H15BrN4O2S2 (ωB97M-V/def2-TZVPD, OMol25).

The value obtained for the LUMO energy is -0.32 eV. The value obtained for the largest force on an atom is 0.0298 Eh/bohr. Its SMILES is CC1=CN2c3nc4ccccc4nc3N(S(=O)(=O)c3ccc(Br)s3)[C@@H]2C(C)=C1. Its multiplicity is 1. The energy relative to the best compared isomer or geometry (same formula, charge and spin) comes out at 0.0 kJ/mol.

Last column: Mulliken charge in e.
CARTESIAN COORDINATES (ANGSTROEM)
C (4.3768, -0.9599, -2.5345)  -1.63
C (3.1153, -1.2799, -1.7979)  0.97
C (1.9207, -0.7956, -2.1691)  -0.82
N (0.7736, -1.1066, -1.4661)  0.12
C (-0.3024, -0.2792, -1.3534)  0.81
N (-0.7525, 0.5865, -2.2136)  -0.66
C (-1.8438, 1.2917, -1.7956)  0.26
C (-2.4253, 2.2280, -2.6633)  -0.48
C (-3.5085, 2.9655, -2.2568)  -0.46
C (-4.0493, 2.7971, -0.9778)  -0.71
C (-3.5014, 1.8887, -0.1070)  -0.37
C (-2.3943, 1.1254, -0.4967)  -0.06
N (-1.8253, 0.2751, 0.4180)  -0.38
C (-0.8352, -0.4210, -0.0282)  0.06
N (-0.0198, -1.2675, 0.7326)  -0.10
S (0.9015, -0.2870, 1.8062)  1.57
O (1.4884, -1.1180, 2.8064)  -0.74
O (1.7490, 0.5652, 1.0293)  -0.70
C (-0.3326, 0.7156, 2.5711)  -0.03
C (-1.2712, 0.3508, 3.4879)  -0.24
C (-2.1258, 1.4143, 3.8347)  -0.49
C (-1.7986, 2.5543, 3.1611)  -0.14
S (-0.4384, 2.3644, 2.1098)  -0.11
Br (-2.6715, 4.1940, 3.2827)  -0.07
H (-2.9393, 1.3438, 4.5336)  0.48
H (-1.3411, -0.6453, 3.8821)  0.49
C (0.7590, -1.9973, -0.3109)  0.38
C (2.1134, -2.5076, 0.0731)  -0.12
C (3.1845, -2.1537, -0.6484)  -0.22
H (4.1546, -2.5497, -0.3861)  0.39
C (2.1540, -3.5148, 1.1747)  -1.62
H (3.1475, -3.9473, 1.2519)  0.43
H (1.8972, -3.0514, 2.1245)  0.30
H (1.4318, -4.3083, 0.9803)  0.32
H (0.1012, -2.8597, -0.5494)  0.31
H (-3.9041, 1.7368, 0.8827)  0.55
H (-4.8998, 3.3887, -0.6751)  0.40
H (-3.9517, 3.6854, -2.9285)  0.39
H (-1.9981, 2.3408, -3.6472)  0.46
H (1.7587, -0.1182, -2.9919)  0.39
H (4.1730, -0.3240, -3.3912)  0.37
H (5.0729, -0.4453, -1.8736)  0.33
H (4.8571, -1.8748, -2.8803)  0.36

Force components x, y, z for each atom (eV/Å):
-0.1 0.0 0.1
-0.4 0.4 -0.5
0.7 0.0 -0.1
0.1 -0.3 0.1
-0.7 0.8 -0.3
0.6 -0.7 0.1
-0.2 0.1 0.4
-0.2 0.1 0.0
0.2 0.0 -0.2
-0.1 -0.1 0.3
-0.1 0.2 -0.1
0.2 0.1 -0.3
-0.1 -0.7 -0.5
-1.1 0.9 -0.6
0.2 0.1 1.2
-0.1 0.2 0.7
-0.2 -0.2 0.1
-0.1 0.3 -0.2
0.6 -0.1 -0.1
0.4 -0.1 -0.1
0.1 0.2 -0.2
0.4 -0.1 -0.4
-0.5 0.1 0.5
0.0 0.1 0.0
-0.1 0.0 0.1
0.0 -0.2 0.1
0.2 -0.7 -0.2
0.3 -0.1 -0.1
-0.5 -0.1 0.3
0.1 -0.2 0.1
0.0 0.1 0.1
0.1 -0.1 0.0
0.0 -0.2 0.0
0.0 -0.1 0.0
0.2 0.2 0.2
0.0 0.0 0.1
-0.1 0.0 0.0
0.0 0.1 -0.1
0.1 0.0 -0.1
0.1 0.1 -0.1
0.1 0.1 -0.1
0.1 0.1 0.0
0.1 0.0 -0.1

Record 5
# C6H12O

A structure of composition C6H12O (ωB97M-V/def2-TZVPD, OMol25).

The value obtained for the LUMO energy (spin up / spin down) is -0.11 / -0.24 eV. The value obtained for the largest force on an atom is 0.0128 Eh/bohr. Its multiplicity is 1. The energy relative to the best compared isomer or geometry (same formula, charge and spin) comes out at 537.4 kJ/mol.

Last column: Mulliken charge in e.
CARTESIAN COORDINATES (ANGSTROEM)
C (1.9966, 0.2598, -0.1633)  -0.67
C (1.4704, -0.8753, -0.8580)  -0.57
C (-0.3438, -0.4354, -0.9820)  0.19
C (-1.3026, -1.2808, -0.4403)  -0.97
C (-0.4788, 0.8768, -0.2144)  -0.24
C (-0.6822, 0.9650, 1.2913)  -0.82
O (-2.0197, 0.9996, 1.7537)  -0.53
H (0.8926, 1.1035, -0.2646)  0.12
H (2.8170, 0.8347, -0.5890)  0.35
H (2.0503, 0.1776, 0.9232)  0.25
H (1.4300, -1.8174, -0.3181)  0.29
H (1.8635, -1.0223, -1.8691)  0.27
H (-0.4754, -0.2829, -2.0578)  0.29
H (-1.9025, -1.9718, -1.0308)  0.26
H (-1.3581, -1.4195, 0.6380)  0.39
H (-1.1357, 1.6043, -0.7099)  0.31
H (-0.1012, 0.1767, 1.7941)  0.36
H (-0.2675, 1.9260, 1.6173)  0.35
H (-2.4528, 0.1814, 1.4797)  0.36

Force components x, y, z for each atom (eV/Å):
0.2 0.2 0.3
-0.5 -0.2 -0.1
0.4 0.2 -0.1
-0.3 -0.6 0.1
0.2 0.1 0.0
0.5 -0.1 -0.1
-0.2 -0.2 -0.1
-0.3 0.1 0.1
-0.3 0.0 -0.1
0.1 0.1 -0.2
0.0 0.2 0.0
-0.3 0.1 0.2
0.2 -0.1 0.2
0.0 0.2 0.0
0.0 0.0 -0.2
0.3 -0.1 0.0
-0.1 0.1 0.0
0.0 -0.2 -0.1
0.0 0.2 0.0